[1]
C30H46IrN7OSi as an isolated structure at a distorted geometry, computed with ωB97M-V/def2-TZVPD.

Structure (XYZ):
```
86
Properties=species:S:1:pos:R:3:forces:R:3:lowdin_charge:R:1
Ir -0.08251 -0.33778 -0.15091 -0.328 0.104 -0.280 1.23
C -2.22787 -2.36955 -1.27103 -0.120 0.247 0.021 -0.14
C -2.40397 -0.97783 -1.90567 -0.109 -0.365 0.014 -0.13
N -1.94505 0.11896 -1.01757 0.283 0.540 0.330 -0.19
C -2.88182 0.49944 0.08292 0.102 -0.508 0.251 -0.14
C -2.72580 -0.50758 1.22602 0.100 0.437 -0.055 -0.11
N -1.25651 -0.69188 1.52159 -0.212 -0.133 -0.124 -0.17
C -0.96134 -2.05954 2.01686 -0.186 -0.281 0.063 -0.14
C -0.99869 -3.09212 0.84931 -0.130 0.241 0.234 -0.14
N -0.98857 -2.41219 -0.45912 1.066 0.145 -0.646 -0.14
H -3.08871 -2.64846 -0.66085 0.104 0.069 -0.015 0.12
H -2.17105 -3.10471 -2.07859 -0.045 0.044 0.113 0.14
H -1.80468 -0.91203 -2.81556 0.021 -0.008 0.072 0.13
H -3.44871 -0.80583 -2.18181 0.070 -0.077 -0.030 0.14
H -1.82635 0.93797 -1.61212 -0.118 0.024 0.080 0.12
H -2.57611 1.47857 0.44152 -0.046 0.017 -0.026 0.11
H -3.91618 0.58643 -0.26210 0.097 -0.219 -0.027 0.14
H -3.24818 -0.13724 2.11145 0.121 -0.061 -0.009 0.15
H -3.14440 -1.48485 0.99998 0.016 0.064 -0.080 0.11
H -0.97679 -0.03169 2.24435 -0.141 0.002 -0.021 0.12
H 0.03483 -2.02565 2.45694 -0.088 -0.007 -0.013 0.10
H -1.66719 -2.32258 2.81222 0.070 -0.014 -0.113 0.14
H -0.09803 -3.70164 0.92897 -0.082 -0.034 -0.092 0.12
H -1.84768 -3.77554 0.93300 0.007 0.142 -0.003 0.13
H -0.24481 -2.80164 -1.03942 -0.034 -0.117 0.180 0.09
C -0.00253 1.76812 0.33872 0.638 -0.424 0.536 -0.31
Si 1.19231 3.24052 0.05445 -0.014 0.451 -0.383 0.67
C 1.73580 3.00897 -1.73844 -0.507 1.269 1.206 -0.21
N 2.18417 1.68927 -1.90454 0.172 -1.656 -0.950 -0.22
C 1.27757 0.68610 -2.26272 -0.014 0.826 -0.503 -0.25
C 1.68183 0.00545 -3.58146 0.138 -0.374 0.277 -0.12
C 3.21768 -0.00034 -3.72929 -0.033 0.115 -0.031 -0.16
C 3.91189 0.04381 -2.37285 0.091 0.427 -0.271 -0.15
C 3.53986 1.31744 -1.60358 0.290 -0.204 -0.198 -0.15
C 0.23835 4.85737 0.05779 -0.247 -0.319 0.362 -0.24
C -0.84069 5.04384 -0.81205 0.058 -0.051 0.023 -0.12
C -1.55188 6.22975 -0.83419 -0.029 0.022 -0.049 -0.08
C -1.20044 7.25926 0.02543 -0.015 0.049 0.015 -0.07
C -0.14544 7.09406 0.90636 0.015 0.005 -0.017 -0.07
C 0.56441 5.90274 0.92356 0.035 -0.052 -0.028 -0.08
C 2.61159 3.42292 1.26854 -0.086 -0.173 -0.117 -0.27
C 2.45026 3.13907 2.62286 -0.106 0.066 0.092 -0.14
C 3.45838 3.36256 3.54571 0.077 0.035 0.014 -0.08
C 4.67355 3.87814 3.11934 -0.028 -0.015 0.032 -0.06
C 4.85024 4.20050 1.78431 0.063 0.053 -0.013 -0.06
C 3.82621 3.98854 0.87563 -0.050 -0.129 -0.194 -0.09
H -0.90655 2.16168 -0.13494 -0.007 0.176 0.034 -0.02
H -0.22678 1.80223 1.41939 -0.247 0.229 0.009 0.00
H 2.46272 3.74176 -2.08303 0.164 0.052 -0.100 0.11
H 0.83174 3.17086 -2.32328 -0.056 0.100 -0.289 0.09
H 0.27220 1.10306 -2.33339 0.162 0.141 -0.241 0.10
H 1.24448 -0.12093 -1.41833 -0.235 -0.564 0.065 0.04
H 1.24957 0.59347 -4.39200 -0.077 0.005 0.054 0.12
H 1.25791 -0.99793 -3.64593 0.049 -0.083 0.047 0.11
H 3.52343 0.87255 -4.30890 0.003 -0.016 -0.020 0.12
H 3.54100 -0.87918 -4.28436 -0.026 -0.008 -0.048 0.12
H 4.99598 -0.00753 -2.48278 -0.046 -0.024 0.010 0.12
H 3.60684 -0.82613 -1.82079 -0.105 -0.546 0.431 0.08
H 4.19442 2.14320 -1.89852 -0.027 -0.020 -0.053 0.13
H 3.70795 1.16285 -0.52816 -0.048 0.051 0.125 0.11
H -1.13148 4.25514 -1.49800 -0.025 -0.065 -0.075 0.09
H -2.37454 6.35749 -1.52204 -0.062 0.013 -0.059 0.11
H -1.74720 8.19023 0.00404 -0.048 0.057 0.012 0.11
H 0.12494 7.89283 1.58074 0.033 0.062 0.043 0.11
H 1.38913 5.79247 1.61467 0.053 -0.007 0.057 0.10
H 1.49036 2.79641 2.98541 -0.198 -0.099 0.092 0.09
H 3.29098 3.17284 4.59620 -0.011 -0.048 0.083 0.11
H 5.46763 4.05422 3.82792 0.076 0.026 0.081 0.11
H 5.78219 4.63536 1.45273 0.047 0.021 -0.018 0.11
H 3.97997 4.28049 -0.15623 0.014 -0.027 -0.056 0.10
C 3.73715 -4.16367 -0.56035 0.041 -0.177 -0.243 0.02
N 3.30751 -3.02805 0.24721 -0.028 0.290 0.109 -0.03
C 3.92724 -2.71872 1.40214 -0.053 0.162 0.189 0.00
C 3.49928 -1.69021 2.16421 -0.029 -0.006 -0.002 0.03
C 2.38104 -0.95020 1.70108 0.059 0.560 0.102 -0.36
N 1.75469 -1.22552 0.54969 0.052 -0.527 -0.178 0.04
C 2.22766 -2.29217 -0.21978 -0.176 -0.066 0.197 -0.50
O 1.71142 -2.63457 -1.26974 -0.330 0.165 -0.170 0.03
N 1.90813 0.07519 2.40432 -0.152 -0.114 0.401 0.20
H 4.60570 -4.60937 -0.08374 -0.017 -0.014 -0.038 0.10
H 3.99252 -3.82499 -1.56280 -0.007 -0.062 0.035 0.11
H 2.93240 -4.89528 -0.62766 0.076 0.032 -0.030 0.11
H 4.77039 -3.33656 1.67633 0.015 -0.001 0.018 0.15
H 3.99077 -1.43055 3.08635 0.022 0.033 0.045 0.13
H 2.38202 0.40395 3.22978 0.103 0.024 -0.082 0.13
H 1.22345 0.68285 1.98015 0.173 0.099 -0.165 0.03
```
Forces are in eV/Å.

Computed properties:
Highest occupied orbital energy   -12.42 eV
E_tot   -2022.6719 Eh
Total charge   +2
Multiplicity   1
E_LUMO   -5.3 eV


[2]
A 2-piece molecular cluster, C4H6O2 overall, computed with ωB97M-V/def2-TZVPD.

Structure (XYZ):
```
12
Properties=species:S:1:pos:R:3:forces:R:3:lowdin_charge:R:1
C 1.50544 -1.10425 -0.03409 -0.147 0.136 0.000 0.03
C 1.07614 0.08889 0.27751 -0.081 -0.041 -0.034 -0.10
C 0.38648 1.18188 0.50502 0.266 -0.004 -0.159 -0.26
O -0.39286 1.41168 1.60725 0.002 -0.152 0.227 -0.01
H 0.79413 -1.76180 -0.54213 0.277 0.002 0.045 0.05
H 2.50473 -1.47883 0.17398 -0.144 0.159 0.036 0.06
H 0.36723 2.02921 -0.17607 0.152 -0.150 0.119 0.13
H -0.41519 0.59919 2.13330 0.018 0.183 -0.007 0.11
C -1.46268 -0.23826 -0.98718 0.157 -0.169 0.015 -0.17
O -1.27272 -1.41414 -1.18233 -0.270 0.407 -0.037 -0.03
H -1.93206 0.14506 -0.06022 -0.079 -0.160 -0.174 0.09
H -1.15866 0.54136 -1.71503 -0.151 -0.211 -0.032 0.09
```
Forces are in eV/Å.

Computed properties:
Highest occupied orbital energy   -9.19 eV
E_tot   -306.3836 Eh
SMILES   C=C=CO.C=O
Total charge   0
Relative energy (zero: lowest compared OMol25 entry of this formula, charge and spin)   77.0 kcal/mol
Multiplicity   1
E_LUMO   0.7 eV


[3]
C3H6O2S2 as an isolated structure at a distorted geometry, computed with ωB97M-V/def2-TZVPD.

Structure (XYZ):
```
13
Properties=species:S:1:pos:R:3:forces:R:3:lowdin_charge:R:1
C -0.09163 -0.92893 0.62987 0.587 -1.770 0.175 -0.62
C -1.01344 0.11006 0.41785 0.758 -0.069 0.706 -0.20
C -1.11625 1.41489 -0.25410 -1.332 0.924 -1.384 -0.21
O -0.91494 -0.35016 1.69748 -0.124 0.347 0.248 0.02
O -0.13031 1.52751 -1.21018 -0.340 -0.777 -2.893 -0.04
S -0.44239 -2.67138 0.20695 -0.019 0.298 0.518 0.78
S 2.86154 -0.67405 0.80593 0.225 0.324 -0.988 0.40
H 1.09508 -0.97293 0.87951 -1.291 0.958 -0.417 -0.13
H -1.03054 2.41177 0.21495 -1.038 -0.909 1.302 0.14
H -2.05279 1.34398 -0.89806 0.720 0.539 1.081 0.15
H 0.71222 1.66046 -0.85226 1.866 0.281 1.115 0.06
H -0.56889 -2.43897 -1.08638 -0.114 0.101 -0.535 -0.14
H 2.69235 -0.43223 -0.55156 0.101 -0.249 1.072 -0.21
```
Forces are in eV/Å.

Computed properties:
Highest occupied orbital energy (spin up / spin down)   -8.15 / -9.29 eV
E_tot   -1064.5359 Eh
Total charge   0
Relative energy (zero: lowest compared OMol25 entry of this formula, charge and spin)   156.7 kcal/mol
Multiplicity   1
E_LUMO (spin up / spin down)   -2.5 / -0.1 eV


[4]
An isolated ion of composition C6H9N2OS and charge +1 at a distorted geometry, computed with ωB97M-V/def2-TZVPD.

Structure (XYZ):
```
19
Properties=species:S:1:pos:R:3:forces:R:3:lowdin_charge:R:1
O 1.12943 -2.73000 -0.75963 -0.955 -0.642 -1.878 0.14
C 1.56745 -2.21539 0.18586 1.091 1.518 3.103 -0.21
C 1.32542 -0.70494 0.65986 -2.982 -0.614 0.687 -0.23
C 2.35307 0.20842 0.12848 2.209 1.626 2.162 -0.68
S 2.80379 0.57530 -1.34284 -0.271 -0.150 -0.552 0.83
C -0.08461 -0.09706 0.28213 0.564 0.563 0.267 -0.21
N -0.80732 0.79008 0.97801 0.893 0.038 1.208 0.11
C -2.03870 1.24029 0.33921 2.246 1.637 -3.227 -0.08
C -1.75650 0.73035 -1.13265 -2.967 0.884 -0.408 -0.09
N -0.65061 -0.18306 -0.87304 0.327 -1.743 -5.685 0.09
H 2.23295 -2.69765 0.96050 -0.296 -0.021 -0.767 0.15
H 1.42131 -0.68685 1.78495 -0.356 -0.189 -1.177 0.16
H 2.90313 0.66287 1.04011 -0.543 -0.447 -1.669 0.10
H -0.71273 0.86057 1.96309 0.258 0.159 0.770 0.16
H -2.22055 2.34502 0.29607 0.539 -1.010 0.575 0.15
H -2.83179 0.75840 0.73068 -2.735 -1.501 1.525 0.08
H -2.69705 0.19848 -1.63940 2.159 0.808 1.361 0.17
H -1.59946 1.64157 -1.82659 0.727 -1.702 1.001 0.15
H -0.33720 -0.69639 -1.77481 0.089 0.784 2.705 0.22
```
Forces are in eV/Å.

Computed properties:
Highest occupied orbital energy   -12.82 eV
E_tot   -816.6510 Eh
SMILES   O=C[C@@H](C=S)C1=[NH+]CCN1
Total charge   +1
Relative energy (zero: lowest compared OMol25 entry of this formula, charge and spin)   15.6 kcal/mol
Multiplicity   1
E_LUMO   -4.6 eV


[5]
A 2-piece molecular cluster, C5H10N3S overall at a distorted geometry, computed with ωB97M-V/def2-TZVPD.

Structure (XYZ):
```
19
Properties=species:S:1:pos:R:3:forces:R:3:lowdin_charge:R:1
C 0.53428 0.91490 1.31312 0.375 0.378 -0.077 -0.04
C 0.94448 2.18090 -0.40805 0.796 2.335 -0.581 -0.05
C 0.85952 0.90496 -0.85907 0.106 0.422 -1.388 -0.05
C -1.09314 -1.77090 -0.00164 1.222 1.649 1.998 -0.05
C 0.43650 -1.30665 0.19407 -2.193 -2.588 2.005 -0.14
N 0.76943 2.20121 1.00636 -0.184 -0.931 -2.105 0.13
N 0.60800 0.13551 0.22266 0.175 -0.277 1.177 -0.07
N -2.63109 2.42413 0.61115 1.127 0.029 1.768 -0.53
S -2.75102 1.81138 -0.77042 -0.566 -0.097 -1.068 0.64
H 0.39573 0.59545 2.31369 -0.243 -0.519 0.525 0.16
H 1.20919 3.08819 -1.02713 -0.534 -1.183 1.181 0.15
H 0.93598 0.44365 -1.88703 -0.036 0.919 1.494 0.18
H -1.48568 -1.76206 -0.98614 0.251 -0.521 -1.213 0.05
H -1.09037 -2.74980 0.51458 -0.761 0.561 -0.529 0.09
H -1.72717 -0.97517 0.46942 0.384 -1.072 0.322 0.06
H 0.69019 -1.74059 1.24212 -0.083 1.072 -1.808 0.15
H 0.98568 -1.91324 -0.53367 0.640 1.128 0.007 0.13
H 0.73126 3.03080 1.64734 0.053 -1.360 -1.027 0.21
H -3.21209 3.16997 0.98966 -0.529 0.052 -0.681 -0.01
```
Forces are in eV/Å.

Computed properties:
Highest occupied orbital energy (spin up / spin down)   -11.67 / -11.68 eV
E_tot   -758.6497 Eh
Total charge   +1
Relative energy (zero: lowest compared OMol25 entry of this formula, charge and spin)   45.1 kcal/mol
Multiplicity   1
E_LUMO (spin up / spin down)   -4.2 / -4.3 eV


[6]
One molecule with the formula C2H5N5O3 at a distorted geometry, computed with ωB97M-V/def2-TZVPD.

Structure (XYZ):
```
15
Properties=species:S:1:pos:R:3:forces:R:3:lowdin_charge:R:1
C -0.46781 1.24442 -1.04709 0.113 -0.357 0.390 0.00
N 0.29206 0.85843 0.16361 -0.499 0.574 -0.546 -0.09
N 0.59194 1.81736 1.07147 -0.286 0.733 -0.175 -0.03
O 0.13009 2.90795 0.81152 0.367 -0.984 0.209 0.00
C 0.83523 -0.40270 0.40383 -0.730 -0.343 -0.478 -0.40
N 1.92491 -0.42005 1.16653 0.850 -0.762 0.880 0.18
N 0.43017 -1.54157 -0.10188 -0.377 0.719 0.141 0.17
N -0.89357 -1.55213 -0.63379 1.676 -0.470 -0.924 -0.47
O -1.78024 -1.08773 0.02711 -0.780 0.199 0.396 0.07
O -0.99146 -2.09491 -1.72151 -0.254 0.296 0.708 0.06
H -1.53510 1.36368 -0.78975 0.596 0.231 -0.193 0.10
H 0.00288 2.16476 -1.43174 -0.483 -0.409 0.121 0.10
H -0.37110 0.42502 -1.76041 0.061 0.282 -0.034 0.09
H 2.13227 -1.31968 1.57836 0.060 0.119 -0.179 0.12
H 2.28088 0.37909 1.66460 -0.314 0.171 -0.314 0.10
```
Forces are in eV/Å.

Computed properties:
Highest occupied orbital energy   -10.14 eV
E_tot   -578.5285 Eh
SMILES   CN(N=O)/C(N)=N\[N+](=O)[O-]
Total charge   0
Relative energy (zero: lowest compared OMol25 entry of this formula, charge and spin)   45.2 kcal/mol
Multiplicity   1
E_LUMO   -0.4 eV